1.
Density functional theory data (ωB97M-V with the def2-TZVPD basis set) for 5 unconnected molecules or ions with the total composition C21H37F3O13S.

Output
Total energy (a.u.): -2498.0619
LUMO level (eV): 0.11
SMILES: O=CC[C@@]1(C(F)(F)F)COS(=O)(=O)O1.CCOC(C)=O.CCOC(C)=O.CCOC(C)=O.CCOC(C)=O

Cartesian coordinates (Å):
O  6.0161  2.8641  -1.5945
C  5.2646  1.8944  -1.0380
C  3.8004  1.4275  -1.6070
C  2.5114  2.1418  -0.8902
C  1.2463  1.0717  -0.6623
F  0.0278  1.9530  -0.5237
F  1.0151  0.2576  -1.8829
F  1.4376  0.1991  0.5306
C  2.7236  3.1918  0.3498
O  1.9981  4.4801  0.0913
S  1.8736  4.5910  -1.6053
O  0.4865  5.2509  -1.8220
O  3.0923  5.1858  -2.4099
O  1.9559  2.9427  -2.0316
H  5.6612  1.3797  -0.0585
H  3.7794  1.6781  -2.7571
H  3.7456  0.2442  -1.5061
H  3.7929  3.5971  0.6098
H  2.3794  2.6441  1.3425
C  1.5975  -4.4927  -5.8861
C  1.5949  -4.3574  -4.3750
O  2.3547  -3.2068  -3.9627
C  1.8641  -1.9505  -3.8898
C  0.5431  -1.6485  -4.5344
O  2.5258  -1.0527  -3.3702
H  1.1224  -3.6342  -6.3677
H  1.0674  -5.3990  -6.1927
H  2.6239  -4.5391  -6.2637
H  0.5861  -4.3351  -3.9550
H  2.0921  -5.2297  -3.9377
H  0.7140  -1.2807  -5.5483
H  0.0407  -0.8717  -3.9477
H  -0.1380  -2.4964  -4.5600
C  -0.9611  6.4708  3.6568
C  -0.9807  5.1263  4.3594
O  -0.0578  4.2117  3.7405
C  1.2586  4.1362  4.0330
C  1.8884  5.2374  4.8346
O  1.9448  3.2187  3.5843
H  0.0205  6.9465  3.7257
H  -1.7039  7.1446  4.0935
H  -1.1790  6.3481  2.5910
H  -0.7941  5.2084  5.4332
H  -1.9758  4.6819  4.2521
H  2.3133  5.9788  4.1546
H  2.6889  4.8068  5.4461
H  1.2053  5.7227  5.5284
C  -3.3983  0.0991  7.6316
C  -3.7003  1.3254  6.7907
O  -3.2027  2.5170  7.4261
C  -1.9383  2.9772  7.3086
C  -0.8895  2.0768  6.7246
O  -1.6367  4.0878  7.7438
H  -2.3224  -0.0533  7.7489
H  -3.8273  -0.7969  7.1740
H  -3.8129  0.2146  8.6382
H  -3.3259  1.2382  5.7676
H  -4.7859  1.4463  6.7129
H  -0.3807  1.5468  7.5326
H  -0.1640  2.6947  6.1843
H  -1.2762  1.3620  6.0014
C  -2.6162  -8.3485  -6.4413
C  -2.6188  -8.2132  -4.9301
O  -1.8590  -7.0626  -4.5178
C  -2.3495  -5.8062  -4.4449
C  -3.6706  -5.5043  -5.0895
O  -1.6879  -4.9084  -3.9254
H  -3.0912  -7.4900  -6.9229
H  -3.1463  -9.2547  -6.7479
H  -1.5897  -8.3949  -6.8189
H  -3.6276  -8.1908  -4.5101
H  -2.1216  -9.0854  -4.4929
H  -3.4997  -5.1364  -6.1034
H  -4.1730  -4.7274  -4.5028
H  -4.3517  -6.3521  -5.1151

2.
Density functional theory data (ωB97M-V with the def2-TZVPD basis set) for a molecular structure, C21H37LaN9O2.

Output
Total energy (a.u.): -1496.4559
LUMO level (eV): -9.09
Net charge: +3
Energy relative to the best compared isomer or geometry (same formula, charge and spin) (kcal per mole): 0.0

Cartesian coordinates (Å):
La  -1.8966  0.1259  0.0917
C  -1.7832  -4.7007  -0.5520
C  -1.6428  -3.2215  -0.4415
N  -2.5775  -2.3810  -0.1982
C  -3.9826  -2.7685  -0.0642
C  -4.7408  -1.7962  0.8342
N  -4.5140  -0.3624  0.4950
C  -5.2858  0.1593  -0.6766
C  -4.4145  0.8504  -1.7262
N  -3.4673  1.8069  -1.1025
C  -2.5641  2.5154  -2.0522
C  -1.3710  3.1453  -1.3288
N  -0.6098  2.1029  -0.6272
C  0.6744  2.0766  -0.5672
C  1.5501  3.1329  -1.1340
C  0.8284  -0.4896  -0.7335
C  1.5731  -0.9212  -1.9532
C  1.4782  -2.3268  -2.3326
C  0.4708  -3.0780  -1.8549
C  -0.3255  -2.5462  -0.7827
N  -0.0358  -1.4625  -0.1227
H  -2.4076  -5.0885  0.2523
H  -0.8193  -5.2012  -0.5086
H  -2.2646  -4.9621  -1.4990
H  -4.1048  -3.7785  0.3322
H  -4.4079  -2.7739  -1.0735
H  -4.4285  -1.9288  1.8719
H  -5.8053  -2.0411  0.7869
H  -4.8359  0.1596  1.3051
H  -6.0448  0.8550  -0.3149
H  -5.8277  -0.6589  -1.1535
H  -5.0594  1.3515  -2.4532
H  -3.8234  0.1162  -2.2932
H  -3.9893  2.5018  -0.5725
H  -3.1012  3.2907  -2.6036
H  -2.2107  1.7820  -2.7846
H  -1.7218  3.8921  -0.6087
H  -0.7616  3.6806  -2.0580
H  1.2293  4.1280  -0.8234
H  1.4955  3.0960  -2.2265
H  2.5776  2.9335  -0.8450
H  2.4462  -0.3237  -2.1805
H  2.2195  -2.7413  -3.0037
H  0.3050  -4.0916  -2.1884
N  -0.3012  0.8381  1.9961
C  1.1595  0.7026  1.5903
C  1.8983  1.7948  2.3840
C  3.4127  1.9823  2.3142
C  4.2776  0.9033  2.9547
N  4.4603  -0.3229  2.1649
C  5.2924  -0.4383  1.1366
N  5.7694  0.6384  0.5261
N  5.6568  -1.6554  0.7122
C  1.4260  0.7949  0.0447
O  2.7177  0.8367  -0.1963
O  0.3430  -0.1776  -2.0579
H  -0.4672  1.8380  2.1207
H  -0.3976  0.4486  2.9324
H  1.4502  -0.3068  1.8899
H  1.6114  1.6833  3.4364
H  1.4560  2.7520  2.0726
H  3.6309  2.9095  2.8496
H  3.6835  2.1295  1.2724
H  3.8565  0.5770  3.9064
H  5.2657  1.3079  3.1825
H  4.1149  -1.1855  2.5510
H  5.3154  1.5297  0.6277
H  6.4829  0.5592  -0.1789
H  5.6169  -2.4426  1.3377
H  6.2451  -1.7553  -0.0982

3.
Density functional theory data (ωB97M-V with the def2-TZVPD basis set) for a molecular structure, C21H38AsGaN2O7Si3.

Output
Total energy (a.u.): -6488.4897
LUMO level (eV): 0.30
Energy relative to the best compared isomer or geometry (same formula, charge and spin) (kcal per mole): 0.0

Cartesian coordinates (Å):
Ga  -0.6936  0.8825  0.5306
N  -1.5281  2.4800  -1.0408
C  -1.5196  3.8004  -0.4141
C  -1.4347  3.7019  1.1225
O  -1.7071  4.6805  1.8003
N  -1.0104  2.5222  1.5615
C  -0.9268  2.3186  2.9885
C  -0.2770  0.9629  3.2635
O  0.1931  0.6906  4.3473
O  -0.2300  0.1499  2.2462
H  -1.3757  2.5556  -2.0464
H  -2.4633  2.1003  -0.9053
H  -2.4154  4.3922  -0.6445
H  -0.6432  4.3648  -0.7428
H  -1.9243  2.3102  3.4449
H  -0.3512  3.1112  3.4753
C  3.2579  0.8026  2.8092
Si  3.0298  1.6470  1.1147
C  4.7384  1.7314  0.2438
C  2.2540  3.3870  1.1932
As  1.5546  0.3813  -0.2902
Si  1.9674  -1.9772  -0.1025
C  1.4580  -2.8785  -1.7179
C  3.8905  -2.0062  0.0021
C  1.1406  -2.7143  1.4432
Si  1.6746  1.0351  -2.5751
C  3.2910  0.4960  -3.4496
C  0.1764  0.2352  -3.4643
C  1.5798  2.9496  -2.5827
H  3.7284  1.4782  3.5200
H  3.8904  -0.0792  2.7312
H  2.3092  0.4972  3.2444
H  5.3864  2.4614  0.7165
H  4.6330  2.0066  -0.8016
H  5.2416  0.7712  0.2940
H  2.5356  3.9178  2.0979
H  1.1696  3.2833  1.2018
H  2.5338  4.0046  0.3424
H  1.8506  -2.3745  -2.5958
H  0.3765  -2.9211  -1.7986
H  1.8344  -3.8975  -1.7258
H  4.3201  -1.3923  -0.7863
H  4.3042  -3.0038  -0.0901
H  4.2363  -1.5997  0.9479
H  0.3870  -2.0243  1.8178
H  1.8497  -2.9003  2.2450
H  0.6344  -3.6467  1.2083
H  3.5388  -0.5349  -3.2183
H  4.1276  1.1173  -3.1493
H  3.2011  0.5815  -4.5272
H  0.4506  -0.7097  -3.9246
H  -0.2321  0.8695  -4.2457
H  -0.6127  0.0320  -2.7414
H  2.5681  3.3948  -2.5154
H  1.0080  3.2755  -1.7182
H  1.1013  3.3510  -3.4704
O  -1.2656  -1.1872  -0.2452
C  -2.4194  -0.8350  0.0679
O  -2.6651  0.3693  0.3604
C  -3.5565  -1.7767  0.1128
C  -4.8393  -1.2458  0.0707
C  -5.9698  -2.0435  0.1766
C  -5.7553  -3.3874  0.3610
O  -6.6747  -4.3800  0.5236
C  -5.9345  -5.5674  0.7046
O  -4.5571  -5.2816  0.5845
C  -4.4648  -3.9283  0.3961
C  -3.3435  -3.1522  0.2503
H  -4.9479  -0.1807  -0.0491
H  -6.9658  -1.6373  0.1265
H  -6.2237  -6.2936  -0.0692
H  -6.1489  -5.9842  1.7041
H  -2.3468  -3.5599  0.2538